[1]
One molecule with the formula C2H4N4O, computed with ωB97M-V with the def2-TZVPD basis set.

The value obtained for the LUMO energy is 0.751 eV. As for the energy above the lowest of the compared OMol25 structures with the same formula, charge and spin: 424.8 kJ/mol. As for the net charge: 0. The structure (SMILES) is COn1cnnn1.

CARTESIAN COORDINATES (ANGSTROEM)
1 C 1.67526 -0.09966 0.50295
2 C -1.57041 -0.31498 0.19504
3 H 1.91613 0.80199 -0.04245
4 H 1.18482 0.14651 1.48765
5 H 2.54146 -0.70380 0.53360
6 H -1.77028 -0.88475 1.18831
7 N -0.36670 -0.23314 -0.39819
8 N -2.33654 0.49765 -0.48196
9 N -1.60964 1.02362 -1.46356
10 N -0.42394 0.64921 -1.34295
11 O 0.75985 -0.88266 -0.17844

[2]
A 4-piece molecular cluster, C4H7NO overall, computed with ωB97M-V with the def2-TZVPD basis set.

The value obtained for the LUMO energy is 0.159 eV. As for the energy above the lowest of the compared OMol25 structures with the same formula, charge and spin: 406.1 kJ/mol. As for the net charge: 0.

CARTESIAN COORDINATES (ANGSTROEM)
1 O -0.67423 0.96651 -1.60218
2 C -1.21614 -0.10983 -1.54005
3 C 1.51884 0.24586 0.28941
4 C 1.17064 -0.54718 1.29938
5 C 0.05251 -1.42888 1.16236
6 N -0.86468 -2.14350 1.03520
7 H -1.37106 2.01900 -0.05203
8 H -1.06447 -0.83320 -2.35429
9 H -1.89031 -0.40867 -0.71537
10 H 2.34083 0.94666 0.33725
11 H 1.13182 0.01598 -0.68217
12 H -1.00711 2.01499 0.72484
13 H 1.87336 -0.73775 2.09764

[3]
C32H29N2O3PPtS5Se as an isolated structure, computed with ωB97M-V with the def2-TZVPD basis set.

The value obtained for the LUMO energy (spin up / spin down) is 0.111 / -2.299 eV. As for the energy above the lowest of the compared OMol25 structures with the same formula, charge and spin: 53.6 kJ/mol. As for the net charge: 0. Its spin multiplicity is 5.

CARTESIAN COORDINATES (ANGSTROEM)
1 Pt -0.07964 0.48346 -0.06322
2 O 1.11831 -4.04517 -5.00717
3 C 0.91894 -3.24437 -4.14448
4 S 1.76429 -1.68520 -4.02491
5 C 0.96861 -1.11838 -2.57891
6 C 0.01275 -1.96600 -2.02292
7 S -0.83073 -1.62907 -0.59940
8 S -0.27037 -3.47929 -2.83961
9 S 1.41699 0.36931 -1.91421
10 O -1.09491 2.54166 2.97612
11 C -0.95310 2.74432 1.77070
12 O 0.04361 2.37326 1.04082
13 C -2.04069 3.53193 1.07366
14 C -2.69154 4.53807 1.78784
15 C -3.68337 5.29105 1.19063
16 C -4.06110 5.03011 -0.12297
17 C -3.44487 4.01382 -0.82755
18 C -2.43121 3.26002 -0.23173
19 P -1.61805 1.96184 -1.19003
20 C -2.91089 1.01649 -2.02337
21 C -2.53506 0.17848 -3.07296
22 C -3.44650 -0.69748 -3.63537
23 C -4.74258 -0.76337 -3.14212
24 C -5.11684 0.04829 -2.08193
25 C -4.20602 0.93147 -1.52086
26 C -0.75513 2.92529 -2.46559
27 C -1.18323 3.02998 -3.78355
28 C -0.47302 3.81243 -4.68373
29 C 0.65697 4.49914 -4.27036
30 C 1.07756 4.40928 -2.94946
31 C 0.37860 3.62552 -2.04903
32 H -2.39307 4.70935 2.81292
33 H -4.16890 6.08371 1.74460
34 H -4.83592 5.61829 -0.59718
35 H -3.74632 3.80727 -1.84734
36 H -1.52011 0.20171 -3.45261
37 H -3.14025 -1.33624 -4.45347
38 H -5.45692 -1.44948 -3.57722
39 H -6.12162 -0.00247 -1.68363
40 H -4.51334 1.55137 -0.68767
41 H -2.07309 2.51194 -4.11701
42 H -0.81069 3.88617 -5.70927
43 H 1.20962 5.10761 -4.97450
44 H 1.95658 4.94750 -2.62033
45 H 0.70603 3.54762 -1.01823
46 C 4.53455 -5.92233 4.00254
47 C 4.09616 -4.66221 3.31663
48 C 4.52654 -3.41830 3.75339
49 C 4.13935 -2.23765 3.12987
50 C 4.68890 -0.93915 3.64247
51 C 3.26143 -2.30548 2.03180
52 Se 2.73073 -0.68052 1.16296
53 C 2.84551 -3.55798 1.54944
54 C 1.99825 -3.71121 0.32193
55 C 3.26393 -4.70904 2.20589
56 H 5.10688 -5.70143 4.90282
57 H 5.16202 -6.52957 3.34681
58 H 3.67712 -6.53339 4.28979
59 H 5.19559 -3.35788 4.60473
60 H 5.50104 -1.12551 4.34541
61 H 3.91904 -0.36267 4.15317
62 H 5.06363 -0.32110 2.82720
63 H 1.33820 -2.85720 0.18425
64 H 1.39901 -4.62044 0.37642
65 H 2.62406 -3.78198 -0.57213
66 H 2.93154 -5.67023 1.82817
67 N 0.06201 -2.07934 2.96285
68 C -0.01141 -0.78912 3.34217
69 N -1.21412 -0.25942 3.58298
70 S 1.37021 0.15545 3.48776
71 H -0.74925 -2.67090 2.90953
72 H 0.97857 -2.49531 2.88119
73 H -2.05419 -0.78724 3.40969
74 H -1.26507 0.75991 3.60681

[4]
An isolated ion of composition C19H23N2O and charge +1, computed with ωB97M-V with the def2-TZVPD basis set.

The value obtained for the LUMO energy is -2.466 eV. As for the energy above the lowest of the compared OMol25 structures with the same formula, charge and spin: 82.0 kJ/mol. As for the net charge: +1. The structure (SMILES) is Cc1ccc([C@H]([NH2+]CCO)c2cn(C)c3ccccc23)cc1.

CARTESIAN COORDINATES (ANGSTROEM)
1 C -4.17725 2.17408 0.33993
2 N -2.80292 1.72380 0.23055
3 C -2.30248 0.58564 0.79764
4 C -0.95020 0.45105 0.49550
5 C -0.09074 -0.70534 0.87533
6 C 1.34114 -0.66274 0.35377
7 C 1.58365 -0.62372 -1.02186
8 C 2.90014 -0.56596 -1.48052
9 C 3.96383 -0.55724 -0.57516
10 C 5.36296 -0.39038 -1.08142
11 C 3.70710 -0.68257 0.79182
12 C 2.39543 -0.76839 1.25627
13 C -0.56816 1.67065 -0.21173
14 C 0.61705 2.28176 -0.62772
15 C 0.55451 3.46450 -1.38415
16 C -0.66148 4.12065 -1.62672
17 C -1.85526 3.60745 -1.09733
18 C -1.77424 2.40059 -0.41846
19 H -4.32336 3.02173 -0.33468
20 H -4.86300 1.36100 0.06487
21 H -4.42066 2.49205 1.36556
22 H -2.94659 -0.04599 1.39913
23 H -0.07419 -0.79897 1.97126
24 H 0.74812 -0.59724 -1.73129
25 H 3.10504 -0.50404 -2.55146
26 H 6.07508 -0.44356 -0.25576
27 H 5.61069 -1.15949 -1.81972
28 H 5.48678 0.57617 -1.58267
29 H 4.54139 -0.70027 1.49632
30 H 2.17088 -0.90090 2.31971
31 H 1.57582 1.85203 -0.34586
32 H 1.47731 3.88708 -1.78808
33 H -0.68003 5.03769 -2.21652
34 H -2.81709 4.10952 -1.21154
35 O -1.10342 -4.19368 1.90148
36 C -2.14254 -3.86566 0.96845
37 C -2.06220 -2.36779 0.78257
38 N -0.64663 -2.01544 0.41641
39 H -1.24012 -5.09017 2.24937
40 H -1.98230 -4.37837 0.00668
41 H -3.12449 -4.11470 1.38503
42 H -2.72544 -2.00203 -0.01057
43 H -2.25374 -1.86791 1.73752
44 H -0.04189 -2.77403 0.77192
45 H -0.58647 -2.04083 -0.60387

[5]
A 8-piece molecular cluster, C51H39N2O14S overall, computed with ωB97M-V with the def2-TZVPD basis set.

The value obtained for the LUMO energy is -4.912 eV. As for the net charge: +1.

CARTESIAN COORDINATES (ANGSTROEM)
1 C 3.55378 -2.17527 2.54718
2 C 2.36433 -1.64947 1.79543
3 C 2.40012 -0.45280 1.08280
4 C 1.29395 0.05448 0.40716
5 C 0.09367 -0.64245 0.43335
6 C 0.04345 -1.84171 1.14246
7 C -1.25578 -2.59450 1.24961
8 N -1.80197 -2.29611 2.63141
9 N -3.23441 -2.06918 2.64898
10 C -3.55999 -1.13681 3.38944
11 S -3.84980 0.06590 4.28719
12 C 1.16014 -2.35178 1.81320
13 H 4.24992 -1.37114 2.78228
14 H 4.05317 -2.98355 2.02344
15 H 3.20180 -2.55932 3.50339
16 H 3.32380 0.10837 1.05370
17 H 1.35106 0.98045 -0.14149
18 H -0.80848 -0.28899 -0.04637
19 H -1.97047 -2.26894 0.50398
20 H -1.09251 -3.66152 1.14565
21 H -1.33325 -1.42771 2.91428
22 H -1.53319 -3.01454 3.30832
23 H 1.08015 -3.29110 2.34483
24 C 0.28454 -0.93379 -3.03169
25 C 0.41683 -1.80015 -4.03126
26 C 0.35244 -1.35389 -5.44922
27 O 0.47230 -2.15127 -6.35178
28 C 0.13627 0.09616 -5.70390
29 C 0.00538 0.95719 -4.69609
30 C 0.07050 0.51084 -3.28650
31 O -0.04399 1.29199 -2.36200
32 H 0.32761 -1.23100 -1.99223
33 H 0.57538 -2.85905 -3.86855
34 H 0.09793 0.40387 -6.74088
35 H -0.15236 2.01605 -4.85620
36 C 5.69614 1.27512 4.05310
37 C 6.08630 2.38135 4.67909
38 C 7.48439 2.54162 5.15831
39 O 7.83863 3.54713 5.72930
40 C 8.42554 1.41962 4.91007
41 C 8.03190 0.31339 4.28451
42 C 6.63820 0.15600 3.80672
43 O 6.27984 -0.85643 3.23552
44 H 4.68147 1.13882 3.69906
45 H 5.41572 3.20916 4.87081
46 H 9.43831 1.55671 5.26646
47 H 8.70046 -0.51635 4.09440
48 C 4.09107 -2.55626 -8.98561
49 C 2.97320 -1.94154 -8.60846
50 C 2.74816 -0.50636 -8.91316
51 O 1.72988 0.05276 -8.55966
52 C 3.80828 0.21498 -9.65563
53 C 4.92448 -0.40072 -10.03313
54 C 5.15545 -1.83384 -9.72678
55 O 6.17561 -2.39449 -10.06448
56 H 4.27979 -3.60125 -8.77380
57 H 2.18223 -2.44536 -8.06747
58 H 3.62300 1.26109 -9.86236
59 H 5.71580 0.10727 -10.56850
60 C -5.30377 2.35940 -0.94661
61 C -6.49095 2.73247 -0.47338
62 C -7.08421 2.07980 0.72116
63 O -8.16112 2.41098 1.16142
64 C -6.30351 0.99374 1.37091
65 C -5.11949 0.62569 0.89347
66 C -4.52636 1.27712 -0.29843
67 O -3.44126 0.92721 -0.71566
68 H -4.85202 2.82074 -1.81521
69 H -7.07619 3.52072 -0.92891
70 H -6.75684 0.53312 2.24079
71 H -4.52828 -0.16043 1.33593
72 C -12.24940 3.03080 1.14000
73 C -11.38413 2.51191 2.00732
74 C -11.84994 1.80286 3.22504
75 O -11.06120 1.32896 4.01634
76 C -13.31450 1.69373 3.43926
77 C -14.17896 2.21326 2.57185
78 C -13.71474 2.92255 1.35204
79 O -14.50161 3.39346 0.56083
80 H -11.93311 3.55233 0.24555
81 H -10.31318 2.57900 1.87108
82 H -13.63092 1.17215 4.33360
83 H -15.25075 2.14618 2.70800
84 C 8.61299 -1.75451 -5.51158
85 C 8.09235 -0.99645 -6.47333
86 C 6.76228 -0.35933 -6.31397
87 O 6.28091 0.32876 -7.18847
88 C 6.03394 -0.59822 -5.04254
89 C 6.55415 -1.35558 -4.08157
90 C 7.88634 -1.99347 -4.23937
91 O 8.35770 -2.68146 -3.36092
92 H 9.58064 -2.23004 -5.60644
93 H 8.60413 -0.81026 -7.40884
94 H 5.06535 -0.12272 -4.94980
95 H 6.04138 -1.54375 -3.14680
96 C -1.68288 0.10592 7.50768
97 C -0.72840 0.92753 7.08068
98 C 0.38889 1.33989 7.97034
99 O 1.25661 2.08473 7.57237
100 C 0.39508 0.80032 9.35230
101 C -0.56120 -0.02188 9.77936
102 C -1.67519 -0.43697 8.89112
103 O -2.54534 -1.18929 9.26707
104 H -2.50422 -0.20956 6.87567
105 H -0.71260 1.33500 6.07648
106 H 1.21682 1.11297 9.98349
107 H -0.57410 -0.42651 10.78307

[6]
A 14-piece molecular cluster, C53H106O25S6 overall, computed with ωB97M-V with the def2-TZVPD basis set.

The value obtained for the LUMO energy is 0.313 eV. As for the net charge: 0.

CARTESIAN COORDINATES (ANGSTROEM)
1 C -0.63944 -4.61114 1.91872
2 C -0.36439 -5.99226 1.18137
3 O -1.33621 -6.70756 0.96685
4 C 1.11420 -6.24407 0.83475
5 H -1.61720 -4.36941 1.56961
6 H 0.12929 -3.85843 1.61169
7 H -0.60054 -4.74087 2.96410
8 H 1.73567 -5.83933 1.58681
9 H 1.22260 -5.60495 -0.02780
10 H 1.25721 -7.29132 0.51507
11 C 0.72663 5.29718 -1.92200
12 C -0.11854 4.17262 -2.52541
13 O 0.14168 2.98251 -2.51070
14 C -1.37744 4.59166 -3.16357
15 H 1.72312 4.98536 -1.58996
16 H 0.20875 5.86203 -1.15975
17 H 0.90170 5.87365 -2.79949
18 H -1.06728 5.25489 -3.98179
19 H -2.01597 5.24810 -2.57454
20 H -2.01707 3.76170 -3.54540
21 C 4.28582 -3.97038 -0.05469
22 C 3.18137 -3.03126 0.09626
23 O 2.65028 -2.96829 1.20469
24 C 2.89232 -2.12235 -1.10265
25 H 4.45732 -4.40727 0.94940
26 H 5.16597 -3.45052 -0.43877
27 H 4.15131 -4.76243 -0.79546
28 H 3.80649 -1.68432 -1.47349
29 H 2.14831 -1.32362 -0.85899
30 H 2.56028 -2.82260 -1.94114
31 C -0.68635 -0.86682 -1.36774
32 C -0.64737 -1.53025 -0.01930
33 C -0.21656 -0.43785 0.98073
34 S -1.16785 1.00051 0.41108
35 O -0.40162 2.20057 0.54723
36 O -2.46676 1.08870 0.96892
37 C -1.40552 0.46876 -1.31110
38 H -1.08920 -1.60190 -2.07911
39 H 0.36612 -0.63458 -1.72345
40 H 0.17488 -2.23002 -0.07019
41 H -1.56822 -2.05415 0.29688
42 H 0.82888 -0.22755 0.85016
43 H -0.52529 -0.53291 2.04391
44 H -0.90805 1.18235 -1.93289
45 H -2.45134 0.52606 -1.47804
46 C 0.98767 -1.91760 5.50198
47 C 1.89188 -2.34709 4.34110
48 C 3.23099 -2.86675 4.96460
49 S 3.55040 -1.76787 6.32668
50 O 4.32669 -0.67392 5.82887
51 O 3.79992 -2.52822 7.50651
52 C 1.86033 -1.14146 6.56695
53 H 0.52450 -2.81002 5.98949
54 H 0.14622 -1.33275 5.09759
55 H 2.01134 -1.49289 3.59605
56 H 1.45981 -3.18146 3.80792
57 H 4.00189 -2.90672 4.20009
58 H 3.01596 -3.80129 5.55082
59 H 1.99981 -0.08092 6.26587
60 H 1.57080 -1.15646 7.65767
61 C -2.04151 -5.52119 -4.72189
62 C -2.60476 -6.44192 -3.63243
63 C -1.43855 -6.80755 -2.72236
64 S -0.70050 -5.20862 -2.44837
65 O 0.68613 -5.42178 -2.17998
66 O -1.40007 -4.29645 -1.59438
67 C -0.92098 -4.63387 -4.20506
68 H -2.83049 -4.93303 -5.11776
69 H -1.63523 -6.09148 -5.55188
70 H -3.08504 -7.36113 -3.98602
71 H -3.38428 -5.89853 -3.08362
72 H -0.53416 -7.26707 -3.15583
73 H -1.56961 -7.22925 -1.72097
74 H 0.00602 -4.63009 -4.77138
75 H -1.30045 -3.61223 -4.09789
76 C 2.12343 5.42207 1.24188
77 C 2.23891 6.07979 2.64566
78 C 3.74300 6.07300 3.09634
79 S 4.63286 5.99139 1.53782
80 O 5.15848 4.66170 1.33626
81 O 5.52367 7.11086 1.43902
82 C 3.23232 6.08885 0.41289
83 H 1.16917 5.68233 0.80130
84 H 2.23440 4.29161 1.24557
85 H 1.67459 5.49276 3.34909
86 H 1.80059 7.11257 2.56734
87 H 4.13186 5.24780 3.67753
88 H 3.88217 7.07114 3.50770
89 H 3.53023 5.44633 -0.48953
90 H 3.03282 7.12475 0.31868
91 C 7.21357 1.76875 4.20579
92 C 7.13881 0.26246 4.48143
93 C 6.33130 -0.46244 3.37155
94 S 5.38979 0.84368 2.55689
95 O 3.96453 0.54860 2.53571
96 O 6.08489 1.08526 1.34106
97 C 5.84197 2.09938 3.62862
98 H 7.88348 2.03571 3.39756
99 H 7.48717 2.23397 5.11948
100 H 6.65137 0.03719 5.41747
101 H 8.13925 -0.20933 4.46086
102 H 5.61591 -1.23379 3.79309
103 H 6.87528 -0.88819 2.54859
104 H 5.01934 2.21374 4.32175
105 H 5.64464 3.05911 3.08591
106 C -4.52558 -2.44300 0.56316
107 C -4.06030 -2.22523 2.07686
108 C -5.21069 -1.48381 2.70991
109 S -5.85462 -0.35205 1.42866
110 O -5.53510 1.02162 1.85374
111 O -7.23833 -0.50176 1.06547
112 C -4.91936 -1.02564 0.12481
113 H -5.36969 -3.11975 0.50178
114 H -3.77040 -2.75501 -0.10454
115 H -3.11186 -1.61972 2.04820
116 H -3.80635 -3.14273 2.53570
117 H -4.88728 -0.91733 3.58083
118 H -6.04226 -2.13186 3.03239
119 H -3.98937 -0.47874 -0.04880
120 H -5.56337 -0.90363 -0.75287
121 O -1.53595 -2.26724 -6.41687
122 C -0.62642 -1.89622 -7.08242
123 O 0.49530 -1.41274 -6.52993
124 C 0.43880 -0.88256 -5.24522
125 C -0.40630 0.36524 -5.11387
126 C -0.52532 -2.04525 -8.61538
127 H 1.42417 -0.65209 -4.93557
128 H 0.06737 -1.62371 -4.53861
129 H -0.21082 0.82726 -4.19696
130 H -1.48185 0.22776 -5.29344
131 H -0.11839 1.16065 -5.83139
132 H -0.82356 -1.12673 -9.06928
133 H -1.27568 -2.74048 -8.89631
134 H 0.49265 -2.35458 -8.80778
135 O 2.91677 0.67333 -2.48328
136 C 3.12265 1.80832 -2.12641
137 O 3.39338 2.77373 -3.03290
138 C 3.65304 2.34875 -4.40913
139 C 3.00240 3.31234 -5.38968
140 C 3.00149 2.31974 -0.70943
141 H 3.30868 1.31335 -4.59585
142 H 4.72643 2.34430 -4.48183
143 H 1.91955 3.10605 -5.52857
144 H 3.47261 3.14259 -6.36291
145 H 3.04191 4.34042 -5.05039
146 H 3.89530 2.85772 -0.55766
147 H 3.06714 1.47499 -0.04363
148 H 2.10388 2.90351 -0.59618
149 O -0.97017 6.13244 1.21665
150 C -1.81656 5.36945 1.49951
151 O -2.81660 5.22680 0.57401
152 C -3.94093 4.38935 0.82442
153 C -4.79669 4.42767 -0.45762
154 C -1.63542 4.32688 2.57543
155 H -4.46978 4.68162 1.72430
156 H -3.60602 3.38109 0.96450
157 H -5.12016 5.48225 -0.53643
158 H -5.68979 3.85901 -0.45893
159 H -4.06252 4.16503 -1.24725
160 H -2.57340 4.05964 3.14444
161 H -0.82638 4.58294 3.29702
162 H -1.31389 3.43125 2.03347
163 O -5.30561 -3.33753 -4.27810
164 C -4.97940 -2.21953 -3.95609
165 O -5.70723 -1.13273 -4.12858
166 C -7.10359 -1.21507 -4.51483
167 C -7.99361 -0.91481 -3.33710
168 C -3.61264 -1.85699 -3.37230
169 H -7.25833 -2.19593 -4.90614
170 H -7.16189 -0.49868 -5.31669
171 H -8.08865 -1.51776 -2.48259
172 H -9.08855 -0.87648 -3.81223
173 H -7.65542 0.06563 -2.98498
174 H -3.64787 -0.96475 -2.80189
175 H -2.89113 -1.78593 -4.23084
176 H -3.31315 -2.75505 -2.78727
177 O -0.16838 2.43393 5.32333
178 C -0.03686 1.69632 4.38761
179 O -1.03340 0.80105 4.00519
180 C -2.32396 1.03245 4.61645
181 C -2.93580 -0.17588 5.25748
182 C 1.18947 1.56086 3.54993
183 H -2.98605 1.44596 3.87979
184 H -2.12790 1.84954 5.37949
185 H -3.93353 0.17617 5.61599
186 H -2.37979 -0.55860 6.16724
187 H -2.99495 -0.95107 4.56237
188 H 0.95795 1.95919 2.56794
189 H 1.50860 0.54963 3.47509
190 H 1.89872 2.14113 4.07719